(1)
88
Properties=species:S:1:pos:R:3:lowdin_charge:R:1 method="wB97M-V/def2-TZVPD" de_lowest_ev=5.250 orbital_gap_ev=6.0
Sc 1.06 0.35 1.11 0.992
C -0.63 -1.06 3.64 -0.106
N 0.00 1.61 2.63 -0.121
C 0.80 1.39 3.92 -0.236
C 2.20 1.53 3.49 -0.313
N 2.74 0.94 2.41 0.092
C 3.98 1.59 2.26 -0.217
C 4.92 1.48 1.24 -0.002
C 6.15 2.08 1.43 -0.087
C 6.45 2.78 2.61 -0.094
C 5.52 2.89 3.63 -0.018
C 4.29 2.30 3.43 -0.188
N 3.14 2.20 4.20 0.181
C 0.80 -2.01 1.91 -0.445
N 1.70 -2.00 0.88 0.168
C 1.72 -3.40 0.68 -0.211
C 2.41 -4.07 -0.35 -0.016
C 2.58 -5.44 -0.28 -0.096
C 1.89 -6.17 0.70 -0.104
C 1.10 -5.54 1.64 -0.020
C 1.03 -4.16 1.61 -0.174
N 0.41 -3.19 2.38 0.205
H -1.51 -1.59 3.26 0.016
H -0.18 -1.56 4.49 0.012
H -0.82 1.00 2.69 -0.020
H 0.76 0.67 4.73 0.103
H 0.38 2.32 4.34 0.111
H 4.68 0.93 0.34 0.103
H 6.90 2.02 0.65 0.100
H 7.42 3.23 2.72 0.101
H 5.75 3.42 4.55 0.110
H 2.99 2.59 5.12 0.171
H 2.91 -3.44 -1.08 0.105
H 3.20 -5.96 -1.00 0.096
H 1.98 -7.25 0.74 0.097
H 0.57 -6.12 2.39 0.109
H -0.21 -3.29 3.17 0.145
C 3.46 0.35 -2.75 0.021
C 2.25 0.65 -1.91 -0.454
O 2.28 0.34 -0.70 -0.048
N 1.27 1.32 -2.53 0.113
C 0.07 1.83 -1.86 -0.091
C 0.36 2.89 -0.84 -0.209
C 0.04 4.21 -1.14 -0.015
C 0.42 5.22 -0.28 -0.048
C 1.15 4.89 0.84 -0.034
C 1.43 3.56 1.08 -0.103
N 1.05 2.56 0.29 0.063
H 3.99 -0.50 -2.33 0.091
H 4.12 1.22 -2.75 0.096
H 3.19 0.12 -3.78 0.087
H 1.55 1.76 -3.40 0.150
H -0.36 0.97 -1.38 0.085
H -0.64 2.19 -2.60 0.133
H -0.50 4.42 -2.05 0.115
H 0.17 6.25 -0.50 0.112
H 1.49 5.64 1.54 0.111
H 2.00 3.29 1.95 0.095
O 0.41 -0.92 2.55 -0.253
Cl -2.22 -0.99 -3.60 0.746
C -3.60 -2.02 -3.80 -0.566
C -3.73 -2.71 -4.99 -0.110
C -4.79 -3.59 -5.16 -0.081
C -5.71 -3.77 -4.14 -0.111
C -5.56 -3.07 -2.96 -0.590
Cl -6.73 -3.31 -1.70 0.700
C -4.52 -2.16 -2.76 -0.306
N -4.38 -1.51 -1.51 0.065
C -4.36 -0.11 -1.47 -0.236
C -5.04 0.64 -2.43 -0.037
C -5.06 2.02 -2.37 -0.096
C -4.41 2.69 -1.34 -0.107
C -3.77 1.94 -0.36 -0.043
C -3.74 0.55 -0.40 -0.151
C -3.03 -0.19 0.72 -0.039
C -1.81 -0.93 0.19 -0.581
O -1.88 -2.05 -0.28 0.045
O -0.73 -0.22 0.20 -0.146
H -2.99 -2.58 -5.77 0.101
H -4.89 -4.14 -6.08 0.107
H -6.53 -4.46 -4.25 0.103
H -3.63 -1.94 -0.96 0.101
H -5.55 0.12 -3.23 0.115
H -5.58 2.58 -3.14 0.099
H -4.42 3.77 -1.29 0.093
H -3.26 2.45 0.45 0.115
H -3.69 -0.90 1.22 0.136
H -2.70 0.54 1.45 0.109

***

(2)
82
Properties=species:S:1:pos:R:3:lowdin_charge:R:1 method="wB97M-V/def2-TZVPD" smiles="CC(=O)OCc1cc(CCC(=O)Nc2ccccc2)c(CCc2ccccc2)c2nsnc12.Fc1ccccc1.Fc1ccccc1" orbital_gap_ev=7.0
C -3.05 -5.19 -1.50 0.000
C -2.69 -5.57 0.04 -0.390
O -3.27 -6.60 0.50 0.032
O -1.77 -4.83 0.84 -0.086
C -0.61 -5.66 1.23 -0.116
C 0.71 -4.82 0.82 -0.051
C 1.01 -4.56 -0.70 0.066
C 2.27 -3.71 -1.20 -0.093
C 2.51 -3.50 -2.77 -0.167
C 1.18 -3.60 -3.67 -0.107
C 0.30 -2.25 -3.70 -0.317
O -0.85 -2.34 -4.24 0.020
N 0.75 -0.93 -3.20 0.030
C -0.15 -0.44 -2.12 -0.197
C -1.48 0.36 -2.35 -0.002
C -2.31 0.79 -1.08 -0.060
C -1.89 0.46 0.39 -0.067
C -0.57 -0.33 0.61 -0.062
C 0.25 -0.74 -0.64 0.001
C 3.24 -3.12 -0.11 -0.065
C 4.47 -2.26 -0.64 -0.163
C 5.11 -1.24 0.43 -0.184
C 4.18 0.07 0.70 -0.158
C 4.27 1.31 -0.28 -0.030
C 3.42 2.62 -0.02 -0.067
C 2.44 2.77 1.21 -0.067
C 2.36 1.53 2.16 -0.070
C 3.21 0.22 1.90 -0.038
C 2.90 -3.47 1.38 -0.182
N 3.67 -3.07 2.53 -0.307
S 2.99 -3.62 3.99 0.926
N 1.60 -4.45 3.37 -0.263
C 1.67 -4.29 1.94 -0.233
H -3.40 -4.10 -1.60 0.099
H -3.90 -5.84 -1.92 0.096
H -2.11 -5.28 -2.16 0.073
H -0.70 -5.85 2.35 0.135
H -0.68 -6.63 0.61 0.138
H 0.25 -5.03 -1.42 0.088
H 3.07 -2.55 -3.05 0.102
H 3.19 -4.38 -3.12 0.131
H 1.53 -3.76 -4.76 0.135
H 0.51 -4.51 -3.43 0.109
H 0.75 -0.30 -4.02 0.126
H -1.78 0.60 -3.42 0.091
H -3.26 1.40 -1.28 0.068
H -2.48 0.78 1.32 0.085
H -0.15 -0.64 1.64 0.091
H 1.24 -1.30 -0.48 0.071
H 4.14 -1.61 -1.54 0.111
H 5.32 -2.94 -1.04 0.131
H 6.06 -0.80 -0.07 0.114
H 5.47 -1.71 1.40 0.100
H 4.95 1.35 -1.19 0.085
H 3.49 3.55 -0.70 0.081
H 1.85 3.73 1.41 0.069
H 1.66 1.58 3.08 0.089
H 3.08 -0.60 2.68 0.063
F -5.00 3.54 -0.28 0.056
C -6.03 2.76 -0.64 -0.300
C -6.26 2.50 -1.98 -0.026
C -7.32 1.67 -2.35 -0.082
C -8.15 1.13 -1.37 -0.098
C -7.91 1.40 -0.02 -0.083
C -6.84 2.21 0.34 -0.018
H -5.61 2.94 -2.73 0.116
H -7.50 1.46 -3.40 0.105
H -8.98 0.49 -1.66 0.101
H -8.56 0.98 0.74 0.105
H -6.64 2.43 1.39 0.116
F 3.53 5.65 2.85 0.059
C 2.64 6.65 2.96 -0.291
C 1.76 6.89 1.92 -0.024
C 0.83 7.92 2.03 -0.082
C 0.80 8.70 3.18 -0.100
C 1.68 8.45 4.22 -0.084
C 2.61 7.42 4.12 -0.018
H 1.81 6.28 1.02 0.108
H 0.14 8.12 1.22 0.105
H 0.07 9.51 3.27 0.100
H 1.66 9.06 5.12 0.105
H 3.30 7.20 4.92 0.116

***

Number 1: highest occupied orbital energy -5.97 eV. Number 2: highest occupied orbital energy -8.40 eV.